Here is a cluster of 10 separate species, C78H164N6O6 in total in a non-equilibrium geometry from OMol25. Energies are from the ωB97M-V functional and the def2-TZVPD basis.

Structure (XYZ):
```
254
Properties=species:S:1:pos:R:3:lowdin_charge:R:1
C 14.56510 15.64950 18.19657 -0.072
C 14.92420 16.73440 19.26549 -0.275
C 16.10951 16.35252 20.03349 -0.247
C 16.55882 17.48463 20.96759 -0.209
C 17.67660 17.15676 22.03360 -0.241
C 17.09546 16.28939 23.15063 -0.120
H 13.60452 15.98091 17.80215 0.054
H 14.41742 14.66653 18.64385 0.078
H 15.33140 15.74790 17.42767 0.050
H 14.99078 17.71698 18.79837 0.090
H 14.10520 16.75716 19.98440 0.104
H 16.98758 16.31338 19.38884 0.107
H 16.17876 15.35363 20.46423 0.117
H 16.97800 18.29737 20.37442 0.086
H 15.73622 17.99556 21.46796 0.102
H 18.45052 16.59343 21.51226 0.081
H 18.10484 18.04563 22.49688 0.100
H 17.87482 16.11323 23.89203 0.068
H 16.20800 16.74002 23.59500 0.072
H 16.75374 15.33075 22.76033 0.062
C 19.73992 12.95706 14.80514 -0.098
C 18.25254 13.00537 14.44947 -0.282
C 17.41086 11.72145 14.39702 -0.223
C 17.52504 10.96860 15.69328 -0.233
C 16.69936 9.62936 15.70881 -0.252
C 16.24946 9.16030 17.08989 -0.118
H 20.28136 12.23343 14.19581 0.075
H 19.82720 12.63129 15.84165 0.067
H 20.11804 13.96927 14.66177 0.054
H 17.83554 13.58079 15.27598 0.086
H 18.01156 13.60901 13.57446 0.077
H 17.89878 11.10522 13.64184 0.117
H 16.34020 11.86249 14.24894 0.104
H 18.57397 10.71799 15.85157 0.105
H 17.12041 11.57129 16.50638 0.109
H 15.84590 9.82703 15.06025 0.096
H 17.26500 8.86514 15.17579 0.102
H 17.04670 8.77279 17.72419 0.068
H 15.83616 9.99660 17.65371 0.063
H 15.47470 8.40275 16.97173 0.066
C 15.61314 21.19083 14.17941 -0.100
C 16.28954 21.13206 15.52393 -0.253
C 16.47002 19.68014 16.01221 -0.200
C 17.36630 18.70349 15.17886 -0.156
C 17.80164 17.36132 15.92963 -0.224
C 18.92018 16.56183 15.22953 -0.098
H 15.95780 20.40713 13.50478 0.062
H 15.83540 22.16670 13.74769 0.048
H 14.52976 21.23555 14.29068 0.055
H 17.23810 21.66509 15.45921 0.087
H 15.71380 21.74005 16.22177 0.096
H 15.48962 19.23420 16.17966 0.096
H 16.86920 19.79171 17.02033 0.080
H 16.78390 18.48110 14.28474 0.084
H 18.26678 19.23054 14.86349 0.101
H 18.12704 17.55509 16.95172 0.086
H 16.91032 16.73797 16.00087 0.059
H 19.75468 17.25704 15.13779 0.072
H 19.12586 15.70532 15.87154 0.056
H 18.64078 16.27933 14.21453 0.062
C 14.27924 24.20790 12.56671 -0.108
C 12.80054 24.20878 13.07535 -0.227
C 12.20594 23.02488 13.96374 -0.206
C 11.99548 21.81086 13.08307 -0.250
C 11.27550 20.67180 13.84219 -0.268
C 10.84760 19.50286 12.98481 -0.109
H 14.56862 23.42749 11.86291 0.057
H 14.96552 24.28598 13.40993 0.060
H 14.48262 25.20825 12.18458 0.062
H 12.68058 25.11977 13.66170 0.089
H 12.07214 24.49261 12.31576 0.095
H 11.26852 23.37966 14.39207 0.109
H 12.86308 22.69749 14.76940 0.091
H 11.28928 22.19407 12.34652 0.105
H 12.79950 21.48141 12.42494 0.110
H 11.99216 20.29784 14.57339 0.087
H 10.44406 21.06716 14.42569 0.107
H 11.71776 19.00524 12.55668 0.045
H 10.37564 18.72456 13.58447 0.074
H 10.23416 19.86589 12.16019 0.077
C 24.52910 18.02003 21.52478 -0.007
C 24.65306 17.59815 19.98862 -0.442
C 25.04834 16.10312 19.98053 -0.158
C 23.82390 15.20233 20.20804 -0.181
C 22.77330 15.50514 19.16831 -0.139
C 22.23512 16.97701 19.16011 -0.471
N 23.39886 17.92882 19.16684 -0.011
O 23.13026 19.36278 18.98030 -0.061
C 21.22040 17.08762 18.01431 -0.045
C 21.37010 17.25840 20.38774 -0.036
C 25.90620 18.23846 19.35297 -0.061
H 24.24290 17.11847 22.06644 0.063
H 23.74672 18.76355 21.67699 0.076
H 25.50334 18.39430 21.83923 0.081
H 25.44716 15.92486 18.98190 0.119
H 25.80608 15.91993 20.74237 0.123
H 23.35866 15.31044 21.18781 0.106
H 24.17170 14.18565 20.02501 0.114
H 21.91106 14.88026 19.40104 0.118
H 23.08510 15.25407 18.15448 0.125
H 21.79890 17.26778 17.10823 0.091
H 20.58201 16.21621 17.86866 0.080
H 20.45912 17.86415 18.08890 0.068
H 21.99142 17.19550 21.28111 0.067
H 21.03720 18.29602 20.41300 0.080
H 20.53818 16.56402 20.50543 0.080
H 25.92274 19.32001 19.48737 0.079
H 26.08034 18.11517 18.28405 0.084
H 26.78278 17.77321 19.80378 0.081
C 22.27502 20.01143 10.89361 -0.045
C 21.14508 21.03940 10.90923 -0.485
C 21.27134 21.78035 9.51910 -0.136
C 20.08140 22.56488 9.04658 -0.200
C 18.82098 21.79454 9.15903 -0.163
C 18.63190 21.13606 10.50506 -0.483
N 19.81912 20.39443 10.97533 -0.013
O 19.63887 19.46404 12.11883 -0.047
C 18.10850 22.16096 11.55350 -0.015
C 17.45734 20.14664 10.30195 -0.043
C 21.41368 22.08154 11.99548 -0.021
H 22.33378 19.35535 11.76206 0.080
H 23.25790 20.45722 10.74089 0.093
H 22.10192 19.38123 10.02127 0.065
H 22.13204 22.43486 9.65657 0.122
H 21.48288 21.04714 8.74080 0.116
H 20.23296 22.71039 7.97702 0.119
H 20.05432 23.53081 9.55090 0.116
H 18.68636 21.07005 8.35585 0.127
H 18.04634 22.54376 8.99561 0.129
H 18.00060 21.75390 12.55886 0.073
H 18.76180 23.03163 11.61056 0.076
H 17.13342 22.53875 11.24594 0.080
H 17.07314 19.68887 11.21351 0.061
H 16.58332 20.62861 9.86391 0.090
H 17.78710 19.27515 9.73638 0.081
H 21.32686 23.10440 11.62896 0.077
H 22.43438 22.01257 12.37166 0.087
H 20.69568 22.00824 12.81231 0.079
C 13.70772 20.24949 19.03438 -0.032
C 12.21302 20.45593 19.33501 -0.525
C 11.61114 19.05889 19.59549 -0.127
C 10.16750 19.06012 20.20561 -0.154
C 10.22582 19.84924 21.55039 -0.137
C 10.78902 21.30528 21.40013 -0.464
N 12.06720 21.25064 20.58302 -0.016
O 12.94348 22.39667 20.78156 -0.052
C 9.74270 22.27656 20.80234 -0.031
C 10.96188 21.75509 22.84686 -0.066
C 11.54438 21.01098 18.14721 -0.036
H 14.16638 21.19750 18.75332 0.076
H 13.78368 19.56659 18.18823 0.069
H 14.30782 19.80395 19.82778 0.080
H 11.57220 18.51182 18.65353 0.119
H 12.25538 18.51651 20.28751 0.110
H 9.82654 18.05284 20.44487 0.104
H 9.40828 19.47675 19.54372 0.097
H 10.85812 19.32170 22.26455 0.114
H 9.21151 19.80994 21.94752 0.116
H 10.28786 23.17848 20.52406 0.084
H 9.32368 22.01311 19.83119 0.066
H 8.92760 22.57186 21.46303 0.088
H 11.22056 22.81272 22.89795 0.081
H 10.13324 21.53621 23.52031 0.091
H 11.83478 21.31384 23.32795 0.085
H 11.81314 22.06468 18.07239 0.101
H 10.45973 20.90606 18.17185 0.079
H 11.93504 20.52537 17.25297 0.084
C 21.79558 23.09601 18.30418 -0.053
C 20.31638 22.72256 18.37532 -0.473
C 20.33642 21.30825 19.05255 -0.140
C 18.94026 20.81998 19.32295 -0.193
C 18.21136 21.75514 20.30486 -0.128
C 18.24968 23.26632 19.86549 -0.427
N 19.58556 23.63380 19.27850 -0.034
O 19.81660 25.05211 19.07273 -0.051
C 17.12240 23.37668 18.72393 -0.011
C 17.85456 24.09932 21.06646 -0.052
C 19.80010 22.62655 16.92479 -0.019
H 21.97844 24.07530 17.86184 0.084
H 22.37564 22.34349 17.77003 0.084
H 22.25480 23.03547 19.29086 0.086
H 20.68934 20.60371 18.29943 0.110
H 20.95970 21.24364 19.94443 0.125
H 18.92318 19.84775 19.81548 0.096
H 18.34372 20.78605 18.41131 0.080
H 18.53852 21.59049 21.33148 0.114
H 17.17053 21.43274 20.27589 0.108
H 17.16942 22.68322 17.88429 0.043
H 16.08222 23.31113 19.04299 0.077
H 17.25072 24.36859 18.29062 0.080
H 18.54140 23.93027 21.89578 0.082
H 17.75026 25.17639 20.93552 0.082
H 16.95764 23.77616 21.59483 0.086
H 19.34723 23.46503 16.39568 0.089
H 19.05367 21.84182 16.80166 0.048
H 20.68002 22.43287 16.31134 0.080
C 19.49988 15.27899 11.39101 -0.008
C 20.10112 14.63908 10.10415 -0.467
C 19.96494 15.59815 8.90714 -0.162
C 20.88276 16.76222 8.87605 -0.205
C 22.33428 16.27463 8.94119 -0.119
C 22.58084 15.25392 10.14666 -0.444
N 21.48918 14.24971 10.29940 -0.037
O 21.68312 13.20001 11.27181 -0.037
C 23.91590 14.56857 9.81068 -0.052
C 22.88542 16.16860 11.36891 -0.029
C 19.24144 13.35851 9.74430 -0.009
H 20.13948 16.06436 11.79377 0.061
H 19.51114 14.51186 12.16529 0.064
H 18.53161 15.73624 11.18739 0.078
H 19.99228 15.04029 7.97111 0.120
H 18.97120 16.04599 8.91058 0.117
H 20.57570 17.37093 9.72651 0.096
H 20.76962 17.43124 8.02298 0.117
H 23.03912 17.10578 8.96340 0.108
H 22.49680 15.81989 7.96401 0.113
H 24.73596 15.28569 9.84750 0.086
H 24.26398 13.77034 10.46625 0.077
H 23.78880 14.04253 8.86452 0.084
H 22.01632 16.74549 11.68506 0.060
H 23.35042 15.58235 12.16151 0.089
H 23.64268 16.89313 11.06940 0.076
H 18.17800 13.59727 9.73140 0.060
H 19.34598 12.54171 10.45846 0.075
H 19.55004 13.00742 8.75962 0.080
C 13.32028 14.69944 9.64774 -0.053
C 14.17596 15.08694 10.92794 -0.423
C 14.00922 16.66469 10.84034 -0.124
C 14.43264 17.45469 12.12449 -0.182
C 13.66796 16.85121 13.31669 -0.150
C 13.79680 15.28730 13.51235 -0.427
N 13.56864 14.55834 12.18408 -0.014
O 13.55270 13.09850 12.33806 -0.035
C 15.19900 15.12506 14.09282 -0.028
C 12.73322 14.92414 14.61456 -0.029
C 15.61716 14.62396 10.50862 -0.040
H 13.32646 13.62700 9.45298 0.074
H 13.71368 15.21459 8.77140 0.085
H 12.25826 14.83899 9.84958 0.081
H 14.54212 17.17264 10.03653 0.113
H 12.95782 16.93757 10.74980 0.109
H 14.28332 18.53437 12.11518 0.096
H 15.51534 17.39512 12.23540 0.091
H 12.61960 17.10528 13.16032 0.093
H 13.92544 17.38546 14.23122 0.110
H 15.43610 15.75438 14.95063 0.066
H 15.40398 14.11442 14.44593 0.074
H 15.85632 15.20210 13.22674 0.067
H 12.73968 15.64312 15.43379 0.062
H 11.70356 14.93185 14.25704 0.081
H 12.90690 13.99042 15.14944 0.077
H 16.06267 15.27028 9.75239 0.080
H 15.67670 13.59448 10.15546 0.081
H 16.39130 14.64716 11.27562 0.045
```

## Properties
* HOMO (spin up / spin down): -8.41 / -9.36 eV
* energy: -104755.2203 eV
* LUMO (spin up / spin down): 0.39 / -0.66 eV
* net charge: 0
* 2S+1: 7